1.
# CH16NO6

A 7-piece molecular cluster, CH16NO6 overall at a distorted geometry (ωB97M-V with the def2-TZVPD basis set, the OMol25 dataset).

Atoms and positions in Å:
C: -1.09404 -1.97594 1.51089
N: -0.74363 -0.75724 1.35845
H: -1.03358 -2.46254 2.49028
H: -1.27031 -2.56410 0.58952
H: -0.86407 -0.32675 0.44935
H: -0.37707 -0.20952 2.12916
H: -1.23793 2.57188 3.01363
H: -0.68361 1.69173 4.16937
O: -0.92543 1.69092 3.23922
H: 0.19599 -2.71308 -2.14651
H: 1.16049 -1.57811 -2.37388
O: 1.09192 -2.42774 -1.92059
H: -0.91648 2.55806 -0.93853
H: 0.58236 2.34521 -0.87992
O: -0.26157 1.85798 -0.80032
H: 1.87452 -2.77823 1.28932
H: 1.30204 -2.52652 -0.17921
O: 1.09010 -2.56776 0.77459
H: 2.29841 3.24470 -2.64628
H: 1.26930 4.22659 -2.09051
O: 1.76178 3.42860 -1.86854
H: -0.53557 0.31757 -1.46865
H: -1.79289 -0.47429 -2.00891
O: -0.89074 -0.57144 -1.69192

## Properties
charge	+1
orbital gap	11.0666	eV
calculated total energy	-553.6525	a.u.
energy relative to the best compared isomer or geometry (same formula, charge and spin)	78.8	kJ/mol

---

2.
# C6H7LiMnO6

C6H7LiMnO6 as an isolated structure at a distorted geometry (ωB97M-V with the def2-TZVPD basis set, the OMol25 dataset).

Atoms and positions in Å:
Mn: -1.76266 -3.09412 -0.16904
O: -0.85129 -1.69228 -0.97761
O: -1.05698 0.38119 0.41512
C: -2.13264 0.28754 1.34160
C: -1.76696 -0.92261 2.18613
O: -1.13017 -1.78943 1.22970
C: -0.60692 -1.02951 0.11497
H: -2.17811 1.20862 1.93231
H: -3.07431 0.11492 0.79941
H: -2.63081 -1.43929 2.61316
H: -1.03157 -0.68493 2.96436
Li: 2.88540 2.97039 -4.03930
O: 2.55309 3.13041 -1.98525
O: 1.54137 1.43355 -0.87799
C: 1.43949 0.16887 -0.74396
C: 0.81843 -0.55203 0.36447
O: 1.99763 1.30534 -3.14300
C: 2.06204 2.02623 -2.15610
H: 1.96754 -0.37574 -1.54242
H: 1.62911 0.04803 1.02899
H: 1.32833 -1.49516 0.64443

## Properties
expectation value of S²	8.754
2S+1	6
charge	+2
orbital gap (alpha / beta)	7.5908 / 7.4235	eV
calculated total energy	-1842.1103	a.u.
energy relative to the best compared isomer or geometry (same formula, charge and spin)	0.0	kJ/mol

---

3.
# C22H36IN3O6

A 2-piece molecular cluster, C22H36IN3O6 overall at a distorted geometry (ωB97M-V with the def2-TZVPD basis set, the OMol25 dataset).

Atoms and positions in Å:
C: 1.23039 3.28894 -2.75340
O: 0.31926 3.37646 -3.90145
C: 0.52619 2.30062 -4.87900
C: -0.93670 1.75806 -5.40010
C: -1.66198 0.67196 -4.40952
C: -2.27457 1.37779 -3.02331
C: -3.22424 0.35690 -2.15332
C: -2.38580 -0.81554 -1.34035
C: -1.20486 -0.24229 -0.35809
N: -1.54875 1.03416 0.40440
C: 0.26174 0.16189 -1.00795
O: 0.69790 0.14583 -2.26967
O: 1.04404 0.51309 0.19242
C: 0.75852 -0.60029 1.15752
O: 0.76339 0.17455 2.44198
I: 2.66038 -1.68959 1.19982
C: -0.62252 -1.37563 0.72506
C: -1.52448 -1.47760 2.12968
N: -0.86350 -2.31497 3.20386
C: -0.57852 -2.94732 0.26145
C: 0.19115 -3.23465 -1.15718
C: 0.67862 -4.83453 -1.16132
C: 2.17154 -5.02903 -0.46035
N: 2.01033 -5.40931 0.99489
H: 0.55716 3.07546 -1.79819
H: 1.81282 4.31140 -2.55600
H: 2.05359 2.46175 -2.82439
H: 1.05976 2.76891 -5.83331
H: 1.17204 1.39924 -4.50847
H: -0.81125 1.24339 -6.45501
H: -1.65002 2.68053 -5.53433
H: -2.62889 0.28426 -4.99294
H: -1.02716 -0.28958 -4.18223
H: -3.00056 2.23623 -3.42418
H: -1.44842 1.92652 -2.39646
H: -3.96345 0.90799 -1.40684
H: -3.91788 -0.21554 -2.93271
H: -2.03467 -1.58764 -2.14639
H: -3.15579 -1.39815 -0.64151
H: -1.74644 1.83385 -0.23630
H: -2.46784 0.85647 0.90525
H: 1.35611 -0.34232 3.06539
H: -1.77108 -0.42957 2.59124
H: -2.53427 -2.01583 1.81632
H: -1.40144 -3.19445 3.40236
H: -0.65895 -1.77354 4.07456
H: -1.71094 -3.29552 0.11888
H: -0.12289 -3.67080 1.06274
H: 1.11241 -2.50289 -1.34931
H: -0.49315 -3.12838 -2.11654
H: 0.68309 -5.20229 -2.29645
H: -0.16212 -5.41461 -0.58373
H: 2.89465 -4.12702 -0.65757
H: 2.65549 -5.96486 -1.02145
H: 0.99481 -5.55753 1.25835
H: 2.47659 -4.73720 1.64594
O: 1.22944 6.13119 4.38340
C: 1.48438 4.98443 4.72465
C: 0.95939 3.82633 3.97471
C: 1.23669 2.57378 4.34961
C: 2.08081 2.29427 5.52822
O: 2.33575 1.14751 5.86947
C: 2.60580 3.45237 6.27816
C: 2.32850 4.70493 5.90326
H: 0.34239 4.04785 3.11213
H: 0.85906 1.71314 3.81113
H: 3.22280 3.23086 7.14074
H: 2.70612 5.56556 6.44174

## Properties
charge	0
orbital gap	7.3718	eV
calculated total energy	-1772.9416	a.u.
SMILES	COCCCCCC[C@]1(N)C(=O)O[C@](O)(I)[C@]1(CN)CCCCN.O=C1C=CC(=O)C=C1

---

4.
# CH8NPSi2

CH8NPSi2 as an isolated structure at a distorted geometry (ωB97M-V with the def2-TZVPD basis set, the OMol25 dataset).

Atoms and positions in Å:
C: -0.33622 0.18696 0.09796
N: 2.23509 1.13507 1.41429
Si: -1.42534 0.90247 -1.16673
Si: -0.05341 -1.64533 0.26882
P: 1.86814 1.16049 -0.08427
H: -0.71898 0.47952 1.14645
H: 3.23809 1.31354 1.66888
H: -2.50132 1.33500 -0.32026
H: -0.42518 1.62339 -1.87455
H: -2.03114 0.01058 -2.23903
H: 0.92411 -2.14749 -0.61528
H: -1.29164 -2.46945 -0.07363
H: 0.51780 -1.88475 1.77734

## Properties
charge	0
orbital gap	8.0139	eV
calculated total energy	-1017.8533	a.u.
energy relative to the best compared isomer or geometry (same formula, charge and spin)	136.0	kJ/mol

---

5.
# C6H10O

C6H10O in the gas phase (ωB97M-V with the def2-TZVPD basis set, the OMol25 dataset).

Atoms and positions in Å:
C: 2.37358 -0.04490 0.33101
C: 1.05718 -0.41439 -0.36681
C: -0.14235 -0.08975 0.48284
C: -1.91267 -0.31994 -1.22831
O: 0.05420 -0.27288 1.77180
C: -1.37277 0.37924 -0.00489
C: -1.84089 1.59153 0.46389
H: 3.23029 -0.24951 -0.32038
H: 2.49709 -0.61180 1.25730
H: 2.37425 1.01824 0.58640
H: 1.04618 -1.48641 -0.61698
H: 0.93129 0.12798 -1.31086
H: -2.97813 -0.09279 -1.28646
H: -1.44305 0.02796 -2.15392
H: -1.77949 -1.41181 -1.17001
H: -0.80167 -0.11072 2.21057
H: -1.29305 1.95996 1.35482

## Properties
charge	0
orbital gap	7.4451	eV
calculated total energy	-309.7121	a.u.
energy relative to the best compared isomer or geometry (same formula, charge and spin)	342.0	kJ/mol

---

- What is the formula in the third record?
  C22H36IN3O6